# 1
A 2-piece molecular cluster, CH7N4OS overall in a non-equilibrium geometry. Source: the OMol25 dataset; level of theory: wB97M-V/def2-TZVPD.

Last column: natural (NBO) charge in e.
CARTESIAN COORDINATES (ANGSTROEM)
1 S 1.057 1.475 -0.448  1.10
2 O -2.646 1.413 0.456  -0.97
3 N 2.034 0.601 0.615  -0.60
4 N 0.024 -2.143 -0.069  -0.77
5 N 0.002 0.204 -0.544  -0.81
6 N 1.787 -0.739 0.531  -0.31
7 C 0.646 -0.966 0.010  0.53
8 H -0.972 0.390 -0.291  0.47
9 H 2.981 0.858 0.849  0.44
10 H -3.259 2.024 0.040  0.50
11 H 0.527 -2.943 0.285  0.43
12 H -3.176 0.887 1.065  0.49
13 H 1.657 1.234 -1.711  0.08
14 H -0.663 -2.295 -0.788  0.42

Relative energy (zero: lowest compared OMol25 entry of this formula, charge and spin), eV: 0.000
Net charge: +1

---

# 2
A 18-piece molecular cluster, C96H216B2Cl4F8N12 overall in a non-equilibrium geometry. Source: the OMol25 dataset; level of theory: wB97M-V/def2-TZVPD.

Last column: Löwdin charge in e.
CARTESIAN COORDINATES (ANGSTROEM)
1 Cl 3.358 -3.632 2.928  -0.40
2 Cl -2.901 1.900 -3.828  -0.51
3 Cl -2.774 -4.108 -0.185  -0.36
4 Cl 3.355 -0.178 -3.723  -0.41
5 F 2.181 4.631 1.708  0.14
6 F 0.188 -2.579 6.053  0.15
7 F 1.238 3.379 0.175  0.16
8 F -0.037 -0.621 4.860  0.12
9 F 2.930 2.599 1.397  0.20
10 F -1.704 -2.019 5.023  0.15
11 F 0.977 2.832 2.282  0.16
12 F -1.037 -0.797 6.764  0.15
13 N 8.569 -3.463 -4.861  -0.24
14 N 3.690 0.041 6.139  -0.21
15 N 6.111 -0.163 -0.077  -0.19
16 N -1.072 3.470 4.874  -0.18
17 N -0.380 9.809 1.141  -0.21
18 N -0.343 -2.324 -5.920  -0.27
19 N -5.952 -4.274 3.194  -0.23
20 N -5.695 4.606 -0.903  -0.21
21 N 1.107 3.502 -4.316  -0.21
22 N 0.335 -0.990 0.664  -0.16
23 N -6.663 -4.025 -3.000  -0.21
24 N -0.608 -6.452 3.604  -0.22
25 C 4.317 0.605 7.454  -0.08
26 C 2.717 -1.073 6.512  0.03
27 C 7.302 -0.912 2.021  -0.16
28 C -0.057 4.287 -4.959  -0.08
29 C -1.121 -0.781 1.004  -0.11
30 C 0.467 5.353 5.518  -0.13
31 C -8.922 -5.224 -3.547  -0.22
32 C 6.341 -1.901 1.584  -0.22
33 C -5.156 -2.100 -3.079  -0.16
34 C -6.283 -4.903 -1.759  0.03
35 C -1.912 -0.408 -0.255  -0.14
36 C -7.452 -4.931 -4.001  -0.08
37 C -1.680 2.578 3.719  -0.09
38 C 9.589 -2.374 -4.624  0.02
39 C -0.934 5.622 6.048  -0.17
40 C -0.844 0.243 -1.126  -0.19
41 C -6.150 3.987 -2.324  -0.08
42 C -5.803 3.328 0.034  -0.07
43 C 2.165 -4.013 -0.962  -0.07
44 C 5.820 2.180 -1.075  -0.18
45 C -0.597 -2.708 -3.461  -0.08
46 C 1.173 -2.164 -6.167  0.03
47 C -3.623 0.994 3.097  -0.09
48 C -7.441 -2.748 -2.584  -0.09
49 C 7.191 -3.068 -4.275  -0.12
50 C 5.184 1.007 -0.311  -0.16
51 C 5.880 0.255 9.497  -0.09
52 C 1.780 5.372 -2.545  -0.22
53 C 0.464 -6.200 2.496  -0.09
54 C 1.011 -5.837 5.485  -0.23
55 C 6.670 -0.617 -1.470  0.02
56 C 0.356 4.468 -6.432  -0.13
57 C -9.587 -6.092 -4.578  -0.09
58 C 1.274 -0.698 1.876  0.02
59 C 0.688 -2.466 0.266  -0.09
60 C -5.038 -3.451 4.137  -0.08
61 C 8.484 -3.773 -6.417  -0.04
62 C -1.070 -1.859 -7.168  -0.13
63 C -6.351 -1.729 -2.163  -0.12
64 C -3.995 6.184 -1.950  -0.25
65 C -5.383 -7.883 1.578  -0.08
66 C -0.363 -4.131 -4.247  -0.11
67 C 1.777 2.708 -5.464  -0.11
68 C -1.090 11.172 1.352  -0.09
69 C 4.983 0.736 4.219  -0.14
70 C 0.725 10.185 0.167  -0.12
71 C -1.417 0.063 -8.924  -0.06
72 C 2.144 4.572 -3.839  -0.09
73 C -1.283 8.620 0.688  -0.07
74 C -1.498 -7.412 1.497  -0.15
75 C 9.105 -4.758 -4.207  -0.07
76 C -6.531 5.820 -0.447  0.05
77 C 0.069 -6.884 4.896  -0.13
78 C -0.805 -1.631 -4.637  -0.07
79 C 0.224 4.237 4.459  -0.09
80 C 9.480 -5.714 -5.324  -0.14
81 C -6.156 -6.629 2.058  -0.20
82 C 4.617 -0.440 4.977  -0.10
83 C -0.134 -6.755 1.177  -0.15
84 C 4.878 3.428 -0.946  -0.07
85 C -1.530 -7.636 3.052  -0.03
86 C -0.819 -0.389 -7.566  -0.23
87 C -5.995 2.085 -0.879  -0.15
88 C -6.779 2.639 -2.095  -0.14
89 C 1.155 11.575 0.599  -0.16
90 C -0.621 -3.842 -5.732  -0.08
91 C -0.804 2.618 6.162  0.08
92 C -4.208 -2.633 3.215  -0.18
93 C -0.433 7.398 0.099  -0.17
94 C 0.319 9.407 2.531  0.08
95 C 0.433 0.169 -0.400  -0.07
96 C 3.871 1.804 4.557  -0.12
97 C -5.358 -3.456 -3.648  -0.09
98 C -1.936 4.757 5.258  -0.06
99 C 0.768 2.528 -3.204  -0.01
100 C 4.815 -3.783 -3.591  -0.09
101 C -1.485 -5.170 3.768  0.05
102 C -3.171 2.258 3.775  -0.23
103 C -5.222 -5.638 2.891  -0.07
104 C 1.595 3.617 -6.689  -0.14
105 C -6.068 -3.362 1.940  -0.12
106 C -0.072 12.254 1.090  -0.15
107 C 5.400 -0.296 8.149  -0.23
108 C -2.871 6.057 -2.952  -0.09
109 C -4.197 5.017 -1.041  -0.13
110 C 5.996 -3.960 -4.626  -0.20
111 C 5.302 -1.236 0.709  -0.10
112 C 1.994 -2.585 -0.513  -0.25
113 C -5.223 -2.163 2.214  -0.19
114 C -1.001 6.037 0.570  -0.06
115 C 9.494 -4.910 -6.573  -0.17
116 C -7.369 -4.443 3.776  0.05
117 C 2.874 1.190 5.480  -0.11
118 C 7.345 0.155 0.874  -0.01
119 C 1.310 -5.923 7.007  -0.07
120 C 2.836 6.486 -2.341  -0.06
121 B -0.629 -1.532 5.692  -1.47
122 B 1.836 3.342 1.386  -1.60
123 H -1.244 0.204 -6.757  0.10
124 H 2.119 -5.248 7.289  0.08
125 H 3.379 -1.888 6.802  0.11
126 H -5.033 1.772 -1.286  0.09
127 H -0.408 8.803 3.075  0.09
128 H -1.733 5.621 -0.122  0.05
129 H 0.429 -5.644 7.584  0.08
130 H -6.859 4.636 -2.839  0.13
131 H 5.065 0.492 3.160  0.09
132 H -2.357 -1.174 -0.890  0.07
133 H -4.342 -5.295 2.347  0.09
134 H -2.295 -6.769 1.124  0.04
135 H -2.505 0.032 -8.867  0.08
136 H 0.617 -3.059 1.178  0.11
137 H -9.409 -4.293 -3.258  0.10
138 H 4.705 1.609 7.287  0.12
139 H -6.694 3.594 0.603  0.12
140 H -10.647 -6.310 -4.444  0.09
141 H -3.709 3.101 3.342  0.11
142 H 2.004 -0.753 7.272  0.12
143 H -7.830 2.886 -1.938  0.13
144 H 1.672 2.099 -2.772  0.07
145 H 2.147 -1.983 -1.408  0.07
146 H 7.358 -3.067 -3.198  0.11
147 H 2.746 7.158 -3.195  0.08
148 H -0.126 -2.803 -0.376  0.08
149 H 4.850 3.838 0.063  0.08
150 H -4.574 -4.150 -3.344  0.12
151 H 6.794 2.413 -0.645  0.11
152 H -0.201 5.299 0.627  0.06
153 H -4.936 -6.120 3.826  0.12
154 H 8.244 0.225 0.262  0.13
155 H -7.569 5.489 -0.472  0.12
156 H 1.237 -2.641 -7.145  0.11
157 H -1.144 1.265 -1.356  0.08
158 H -5.693 -2.839 4.758  0.14
159 H 4.359 -2.829 -3.855  0.00
160 H -1.030 1.056 -9.150  0.08
161 H -6.206 -1.958 -1.108  0.09
162 H -0.965 3.740 -4.707  0.05
163 H 4.888 1.417 0.654  0.11
164 H -7.100 -3.151 1.659  0.13
165 H -5.652 -5.780 -1.902  0.11
166 H -7.984 -4.992 3.062  0.10
167 H 2.777 2.312 -5.288  0.10
168 H 7.157 -1.581 -1.324  0.09
169 H -1.502 -2.729 -2.854  0.07
170 H 0.578 7.503 0.494  0.09
171 H -7.622 -3.401 3.976  0.11
172 H -0.771 -2.569 -7.939  0.14
173 H -0.002 -4.442 -6.399  0.14
174 H 0.546 10.371 2.987  0.11
175 H 6.188 1.277 9.275  0.08
176 H -5.289 4.083 -2.985  0.10
177 H -6.746 -0.715 -2.223  0.11
178 H 3.986 -4.485 -3.511  0.06
179 H 1.529 2.906 -7.513  0.12
180 H 10.411 -6.255 -5.156  0.14
181 H -0.177 5.275 -4.514  0.11
182 H 5.673 -3.556 -5.586  0.11
183 H -6.849 -5.837 -4.051  0.14
184 H -6.379 6.633 -1.157  0.10
185 H 0.542 -7.848 4.708  0.14
186 H -0.027 1.892 5.919  0.08
187 H -4.799 -1.768 1.291  0.11
188 H 6.328 -0.421 7.592  0.10
189 H -6.422 -6.109 1.137  0.09
190 H -2.308 -5.399 4.445  0.10
191 H 0.232 3.029 -2.398  0.09
192 H -1.086 5.420 7.109  0.12
193 H 1.772 -2.656 -5.400  0.09
194 H 2.415 4.313 -6.865  0.12
195 H 6.825 -2.675 0.988  0.13
196 H 0.640 -4.500 -4.031  0.10
197 H -3.447 2.075 4.813  0.12
198 H -5.029 3.118 0.773  0.11
199 H 1.348 0.102 -0.988  0.11
200 H 7.071 -2.053 -4.652  0.14
201 H 0.938 -5.219 2.481  0.07
202 H -0.246 -0.701 -4.523  0.11
203 H 9.128 -5.556 -7.372  0.13
204 H 0.432 5.485 -6.816  0.12
205 H -7.355 -4.309 -4.891  0.13
206 H 6.192 -5.030 -4.693  0.11
207 H -7.269 -5.072 -1.327  0.09
208 H 9.302 -1.478 -5.174  0.11
209 H 0.484 10.241 -0.895  0.14
210 H -4.557 -7.579 0.935  0.06
211 H 2.323 -0.907 1.669  0.06
212 H 0.635 6.278 4.966  0.10
213 H 1.207 1.784 -5.561  0.10
214 H 1.576 12.123 -0.244  0.14
215 H 3.092 4.072 -3.639  0.13
216 H -7.998 -2.386 -3.448  0.14
217 H 1.578 9.507 0.145  0.13
218 H 2.344 1.796 6.215  0.13
219 H 4.287 0.528 -0.704  0.11
220 H 5.212 -3.824 -2.576  0.06
221 H 10.546 -2.796 -4.933  0.12
222 H 8.140 -1.567 2.260  0.13
223 H 8.762 -6.517 -5.487  0.13
224 H -2.540 -7.489 3.434  0.11
225 H 0.726 -4.790 5.385  0.08
226 H -3.632 4.130 -1.330  0.13
227 H -9.146 -7.074 -4.405  0.09
228 H 0.073 12.926 1.936  0.14
229 H 4.528 -0.829 1.360  0.10
230 H -6.544 2.005 -2.950  0.12
231 H -1.029 1.704 3.734  0.12
232 H 5.855 -0.859 -2.153  0.06
233 H -6.161 -8.384 1.001  0.08
234 H 0.715 5.600 -2.591  0.08
235 H 5.965 1.796 -2.085  0.09
236 H 8.781 -2.835 -6.886  0.13
237 H 7.145 -0.459 3.000  0.10
238 H -9.486 -5.847 -5.635  0.09
239 H -5.805 -1.325 2.599  0.11
240 H 2.229 -1.432 5.606  0.08
241 H -2.692 7.025 -3.419  0.09
242 H -1.849 -1.393 -4.840  0.11
243 H -4.518 -4.242 4.678  0.12
244 H -0.201 -5.871 0.544  0.07
245 H -2.125 -1.976 -6.919  0.13
246 H -2.703 0.300 -0.008  0.09
247 H 5.460 -0.937 5.457  0.14
248 H 0.331 -2.575 -2.906  0.08
249 H -1.925 5.899 -2.433  0.05
250 H 1.279 5.206 6.229  0.13
251 H 1.037 -1.257 2.781  0.08
252 H -1.522 -8.397 1.032  0.12
253 H -3.479 1.199 2.036  0.06
254 H -1.957 9.082 -0.033  0.12
255 H 5.077 0.177 10.231  0.09
256 H 3.521 0.923 8.127  0.13
257 H 4.937 -1.968 -0.011  0.12
258 H 3.351 2.256 3.712  0.10
259 H 3.809 3.320 -1.129  0.06
260 H 1.487 -6.960 7.291  0.08
261 H 1.235 -6.943 2.701  0.13
262 H -8.211 -2.867 -1.822  0.13
263 H -5.355 -3.426 -4.738  0.13
264 H -0.502 12.814 0.260  0.13
265 H 5.269 4.153 -1.659  0.07
266 H -6.462 1.324 -0.254  0.11
267 H 1.146 8.715 2.375  0.10
268 H 1.422 -1.115 -6.007  0.06
269 H 5.077 -1.314 8.370  0.11
270 H 2.359 5.307 -4.615  0.13
271 H -6.095 6.139 0.500  0.11
272 H -7.054 -6.950 2.586  0.11
273 H -2.166 5.252 4.315  0.12
274 H -2.974 0.155 3.346  0.07
275 H 0.530 -7.432 0.639  0.12
276 H -4.837 6.426 -2.598  0.12
277 H -4.175 5.334 0.002  0.11
278 H -1.133 -4.783 -3.835  0.11
279 H 0.537 1.093 0.168  0.11
280 H 9.898 -4.442 -3.531  0.13
281 H 7.532 -4.193 -6.743  0.13
282 H -4.678 0.763 3.239  0.08
283 H 4.347 2.626 5.090  0.12
284 H -1.591 11.271 2.315  0.14
285 H -4.152 -1.864 -2.725  0.10
286 H -0.938 -0.291 -2.072  0.08
287 H 2.649 7.058 -1.432  0.06
288 H 6.764 -0.309 9.794  0.09
289 H 0.253 -0.192 -7.535  0.09
290 H 7.416 0.071 -1.868  0.10
291 H -1.762 -4.963 2.735  0.07
292 H -1.852 8.436 1.599  0.12
293 H -3.361 -3.120 2.732  0.09
294 H -7.138 -4.965 4.704  0.12
295 H -0.757 -7.080 5.579  0.13
296 H -0.508 4.101 -6.987  0.12
297 H -0.507 3.329 6.933  0.10
298 H -1.200 6.641 5.768  0.12
299 H -1.016 -8.572 3.273  0.13
300 H 2.081 -4.696 -0.117  0.07
301 H 2.812 -2.216 0.106  0.05
302 H 8.272 -5.173 -3.639  0.12
303 H -1.080 -0.673 -9.654  0.08
304 H 5.887 -2.413 2.432  0.08
305 H -0.241 7.538 -0.965  0.10
306 H 2.181 0.567 4.914  0.11
307 H 1.042 3.518 4.498  0.12
308 H 1.906 11.530 1.387  0.12
309 H 10.438 -4.541 -6.974  0.13
310 H -0.879 -4.330 4.107  0.09
311 H 9.601 -2.152 -3.557  0.11
312 H -1.382 -1.716 1.500  0.12
313 H -1.252 0.093 1.643  0.11
314 H 5.963 1.138 4.476  0.12
315 H 3.109 -4.192 -1.478  0.06
316 H -5.640 -3.821 1.049  0.08
317 H -1.932 11.123 0.662  0.13
318 H 7.111 1.098 1.368  0.12
319 H -2.913 5.229 -3.659  0.06
320 H -3.870 7.112 -1.393  0.11
321 H 4.089 -1.128 4.317  0.08
322 H -1.669 -3.943 -6.015  0.13
323 H -5.707 -4.194 -1.164  0.04
324 H -1.484 3.115 2.791  0.12
325 H 1.654 4.716 -1.684  0.08
326 H -5.229 -1.387 -3.900  0.12
327 H -8.852 -5.758 -2.599  0.10
328 H -3.842 -1.821 3.845  0.10
329 H 1.126 0.341 2.171  0.08
330 H 0.136 1.868 -3.798  0.06
331 H 0.057 4.766 3.521  0.12
332 H 1.386 -4.221 -1.696  0.06
333 H -2.773 4.497 5.907  0.14
334 H 1.903 -5.891 4.860  0.09
335 H -5.094 -8.491 2.435  0.08
336 H -1.338 6.080 1.606  0.06
337 H -1.704 2.069 6.439  0.11
338 H 3.820 6.023 -2.267  0.07

Net charge: +6

---

Let's list HOMO level in order: -12.96 -16.38 eV.
Let's list total energy in order: -734.43479 -7132.08514 Ha.